Below is C30H42IN5O14S2 as an isolated structure in a non-equilibrium geometry, with properties calculated with ωB97M-V/def2-TZVPD.

Each line ends with the Löwdin charge.
Element x y z (Å)
C: 0.2674 -2.4580 0.2004  0.02
C: 1.6568 -2.4282 -0.0463  -0.13
C: 2.3731 -1.5875 -1.1202  -0.10
C: 3.3521 -2.2345 -2.1306  -0.23
S: 3.7098 -4.0212 -2.1456  0.62
C: 5.2111 -4.2899 -1.0998  -0.14
O: 2.6483 -4.8283 -1.5036  -0.34
O: 3.8818 -4.5707 -3.5051  -0.40
C: 4.0061 -1.3144 -3.0768  -0.53
I: 5.4639 -1.9509 -4.5480  0.89
C: 3.7216 0.1774 -3.0685  -0.36
N: 4.3059 1.1258 -3.9050  -0.26
S: 3.6477 2.6048 -3.4626  0.97
N: 2.6241 2.1818 -2.1886  -0.22
C: 2.7617 0.8173 -2.0773  -0.28
C: 2.0951 -0.1375 -1.1022  -0.07
C: 1.1250 0.5547 -0.0575  -0.12
C: -0.3204 0.8629 -0.6464  -0.17
C: -0.6712 0.0865 -1.9796  -0.17
C: -2.1513 0.2790 -2.4782  -0.20
N: -3.2090 -0.1841 -1.5363  0.02
C: -2.9535 -1.4929 -0.9804  -0.53
N: -2.7279 -2.5475 -1.6756  0.14
N: -2.9984 -1.5988 0.4538  0.11
H: -0.1074 -1.8763 1.0988  0.05
H: -0.4960 -2.9909 -0.4365  0.07
H: 2.3189 -3.1176 0.5662  0.12
H: 6.1530 -3.9318 -1.5897  0.06
H: 5.0364 -3.7385 -0.1244  0.08
H: 5.2070 -5.3841 -0.8421  0.08
H: 1.0561 -0.0063 0.9072  0.08
H: 1.6127 1.5744 0.1420  0.10
H: -1.1191 0.6216 0.1489  0.08
H: -0.4649 1.9671 -0.8732  0.13
H: 0.0237 0.4844 -2.7842  0.12
H: -0.4027 -0.9952 -1.8451  0.09
H: -2.3366 -0.2529 -3.4608  0.10
H: -2.3738 1.3705 -2.6990  0.13
H: -3.2622 0.4922 -0.7659  0.09
H: -2.7648 -2.3287 -2.6813  0.02
H: -2.3786 -0.9344 0.9170  0.04
H: -2.8449 -2.5532 0.7757  0.09
C: -3.8610 2.4157 4.3307  -0.02
C: -2.5319 2.2714 3.6264  -0.33
C: -2.6372 2.2582 2.1288  -0.08
O: -1.4752 1.5146 1.7527  0.00
C: -1.2025 0.6772 2.7920  -0.53
O: -0.4194 -0.2227 2.7432  0.13
O: -1.9401 0.9954 3.8888  0.10
H: -4.5414 1.6064 4.0552  0.09
H: -3.7264 2.3573 5.4125  0.09
H: -4.3310 3.3702 4.0877  0.09
H: -1.8360 3.0419 3.9739  0.16
H: -2.6150 3.2594 1.6989  0.15
H: -3.5203 1.7286 1.7582  0.14
C: 5.4838 5.3242 0.9369  -0.02
C: 4.0716 5.0576 1.4044  -0.34
C: 3.6309 3.6332 1.2228  -0.11
O: 2.2147 3.7698 1.1145  0.04
C: 1.9828 5.0102 0.6002  -0.55
O: 0.9268 5.3850 0.1972  0.16
O: 3.1189 5.7625 0.6051  0.09
H: 5.6010 5.0751 -0.1204  0.09
H: 5.7239 6.3845 1.0375  0.09
H: 6.2044 4.7458 1.5179  0.09
H: 3.9499 5.3874 2.4418  0.16
H: 3.8978 3.0007 2.0696  0.14
H: 4.0047 3.1750 0.3019  0.13
C: 0.4240 -2.2350 4.8302  -0.03
C: 0.7762 -2.6635 6.2358  -0.34
C: 1.4144 -1.5806 7.0579  -0.11
O: 2.1815 -2.3308 7.9978  0.06
C: 2.5018 -3.5077 7.3878  -0.55
O: 3.2958 -4.2890 7.8068  0.16
O: 1.7948 -3.6677 6.2337  0.09
H: 1.3086 -1.8906 4.2901  0.09
H: 0.0215 -3.0785 4.2653  0.09
H: -0.3162 -1.4355 4.8382  0.07
H: -0.1055 -3.0803 6.7345  0.16
H: 0.6821 -0.9527 7.5655  0.14
H: 2.0957 -0.9447 6.4846  0.14
C: -6.4173 -0.3753 -7.6258  -0.02
C: -6.0705 -0.7495 -6.2032  -0.34
C: -5.4306 0.3621 -5.4215  -0.10
O: -4.6692 -0.3550 -4.4525  0.05
C: -4.3525 -1.5530 -5.0153  -0.53
O: -3.5615 -2.3236 -4.5655  0.15
O: -5.0561 -1.7552 -6.1639  0.09
H: -5.5290 -0.0552 -8.1754  0.09
H: -6.8210 -1.2386 -8.1583  0.09
H: -7.1562 0.4277 -7.6504  0.09
H: -6.9548 -1.1436 -5.6915  0.16
H: -6.1617 1.0116 -4.9402  0.14
H: -4.7452 0.9733 -6.0166  0.14

Values from the calculation:
- LUMO energy (eV) = -1.48
- energy (hartree) = -3589.368085